C2H6NO2P | wB97M-V/def2-TZVPD

Each line ends with the natural charge from an NBO analysis.
Atoms and positions in Å:
C (1.95, -0.51, 0.84)  0.897
C (-1.85, -0.41, -0.36)  -1.078
N (2.92, 0.14, 0.94)  -0.707
O (0.86, -0.96, 0.76)  -0.578
O (-1.13, 0.36, 2.11)  -1.052
P (-0.71, 0.55, 0.72)  1.321
H (-1.48, -1.45, -0.31)  0.254
H (-2.89, -0.32, -0.07)  0.251
H (-1.90, 0.14, -1.38)  0.235
H (3.87, 0.33, 1.26)  0.464
H (0.22, 1.37, -2.03)  0.003
H (0.13, 0.75, -2.46)  -0.009

Its total charge is 0. The LUMO energy is 0.46 eV.

***

C3H8N2O2 | wB97M-V/def2-TZVPD

Each line ends with the natural charge from an NBO analysis.
Atoms and positions in Å:
C (1.23, -0.71, -1.46)  -0.455
C (-0.36, -0.49, 1.83)  -0.713
N (-0.15, -0.45, -1.08)  -0.052
C (-0.37, 0.64, 0.87)  0.582
O (-0.85, -0.32, -2.30)  -0.576
O (-0.45, 2.03, 1.72)  -0.781
N (-0.27, 1.03, -0.29)  -0.340
H (-1.61, 0.22, -2.02)  0.473
H (-0.87, 2.70, 1.16)  0.474
H (1.28, -1.48, -2.24)  0.225
H (1.72, 0.19, -1.83)  0.197
H (1.78, -1.09, -0.59)  0.200
H (-1.39, -0.71, 2.12)  0.258
H (0.11, -1.37, 1.40)  0.249
H (0.19, -0.18, 2.72)  0.261

Its total charge is 0. The LUMO energy is 0.86 eV. The SMILES is C/C(O)=N\N(C)O.

***

C4H5NO2 | wB97M-V/def2-TZVPD

Each line ends with the natural charge from an NBO analysis.
Atoms and positions in Å:
C (0.68, 1.32, -0.77)  -0.658
C (0.39, -0.06, -0.29)  0.140
C (0.90, -0.61, 0.86)  -0.108
O (0.24, -2.08, 0.84)  -0.487
C (-0.79, -1.37, 0.55)  0.881
O (-1.46, -0.81, 1.50)  -0.675
N (-0.70, -0.83, -0.79)  -0.639
H (1.02, 1.29, -1.81)  0.242
H (-0.21, 1.95, -0.72)  0.225
H (1.47, 1.75, -0.15)  0.248
H (-0.31, -0.33, 1.79)  0.441
H (-1.50, -0.25, -1.04)  0.391

Its total charge is 0. The LUMO energy is -0.13 eV.

***

CH4N2O | wB97M-V/def2-TZVPD

Each line ends with the natural charge from an NBO analysis.
Atoms and positions in Å:
C (0.70, 0.38, -0.12)  0.244
H (-1.71, 1.06, 0.82)  0.417
H (-0.54, -1.35, 0.15)  0.380
H (0.54, 1.38, -0.48)  0.141
H (2.77, 0.11, -0.02)  0.380
N (-0.44, -0.36, -0.19)  -0.330
N (1.71, -0.18, 0.19)  -0.705
O (-1.77, 0.04, 0.04)  -0.528

Its total charge is 0. The LUMO energy is 0.20 eV.

***

C54H45AsCl2IrNOP2 | wB97M-V/def2-TZVPD

Each line ends with the Löwdin charge.
Atoms and positions in Å:
Ir (0.31, -0.59, -0.09)  0.893
C (2.44, -2.79, 2.19)  -0.257
C (0.93, -3.04, 2.13)  -0.297
P (-0.02, -1.50, 1.99)  0.889
C (-1.75, -1.99, 2.12)  -0.350
C (-2.20, -3.17, 1.53)  -0.083
C (-3.54, -3.50, 1.57)  -0.052
C (-4.45, -2.66, 2.20)  -0.056
C (-4.01, -1.48, 2.80)  -0.062
C (-2.67, -1.15, 2.76)  -0.110
C (0.40, -0.57, 3.48)  -0.367
C (-0.11, -0.99, 4.72)  -0.070
C (0.27, -0.32, 5.87)  -0.044
C (1.16, 0.75, 5.80)  -0.047
C (1.67, 1.16, 4.57)  -0.059
C (1.29, 0.50, 3.42)  -0.128
C (3.06, -2.54, 0.82)  -0.282
P (2.53, -1.08, -0.13)  0.937
C (3.38, 0.35, 0.51)  -0.366
C (4.14, 0.30, 1.69)  -0.080
C (4.81, 1.42, 2.14)  -0.046
C (4.73, 2.61, 1.42)  -0.036
C (3.98, 2.68, 0.25)  -0.056
C (3.31, 1.56, -0.20)  -0.122
C (3.19, -1.43, -1.77)  -0.332
C (2.69, -2.54, -2.45)  -0.093
C (3.22, -2.90, -3.67)  -0.044
C (4.26, -2.17, -4.22)  -0.045
C (4.80, -1.09, -3.53)  -0.049
C (4.27, -0.72, -2.30)  -0.061
H (2.93, -3.66, 2.62)  0.128
H (2.65, -1.96, 2.87)  0.090
H (0.58, -3.55, 3.03)  0.110
H (0.69, -3.67, 1.27)  0.084
H (-1.51, -3.83, 1.01)  0.075
H (-3.88, -4.42, 1.11)  0.116
H (-5.50, -2.92, 2.24)  0.117
H (-4.71, -0.83, 3.31)  0.119
H (-2.33, -0.24, 3.24)  0.091
H (-0.80, -1.81, 4.78)  0.118
H (-0.12, -0.63, 6.83)  0.118
H (1.45, 1.27, 6.70)  0.117
H (2.36, 1.99, 4.52)  0.113
H (1.67, 0.82, 2.46)  0.072
H (2.83, -3.39, 0.16)  0.099
H (4.15, -2.48, 0.87)  0.111
H (4.22, -0.62, 2.25)  0.104
H (5.40, 1.37, 3.04)  0.121
H (5.27, 3.49, 1.77)  0.120
H (3.93, 3.60, -0.31)  0.113
H (2.74, 1.61, -1.12)  0.086
H (1.90, -3.14, -2.01)  0.100
H (2.82, -3.77, -4.20)  0.119
H (4.68, -2.46, -5.18)  0.118
H (5.63, -0.54, -3.94)  0.117
H (4.70, 0.11, -1.77)  0.103
Cl (-1.23, -4.95, -1.78)  0.770
C (-0.91, -3.53, -2.70)  -0.566
C (-1.11, -3.54, -4.10)  -0.084
C (-0.82, -2.45, -4.87)  -0.592
Cl (-1.05, -2.51, -6.58)  0.755
C (-0.32, -1.28, -4.26)  -0.165
C (0.09, -0.12, -4.95)  0.021
C (0.59, 0.95, -4.26)  -0.006
C (0.66, 0.88, -2.86)  -0.125
N (0.29, -0.18, -2.18)  -0.067
C (-0.19, -1.28, -2.86)  -0.180
C (-0.46, -2.41, -2.07)  -0.373
O (-0.25, -2.36, -0.73)  -0.305
H (-1.49, -4.45, -4.57)  0.121
H (0.02, -0.09, -6.03)  0.110
H (0.92, 1.84, -4.76)  0.125
H (1.00, 1.74, -2.28)  0.093
C (0.21, 5.58, -1.59)  -0.053
C (0.93, 4.84, -0.66)  -0.064
C (0.47, 3.59, -0.27)  -0.136
C (-0.70, 3.08, -0.82)  -0.390
C (-1.43, 3.83, -1.74)  -0.089
C (-0.96, 5.08, -2.13)  -0.051
As (-1.36, 1.42, -0.08)  1.285
C (-2.40, 2.09, 1.41)  -0.375
C (-3.71, 2.51, 1.19)  -0.089
C (-4.41, 3.11, 2.23)  -0.054
C (-3.80, 3.30, 3.46)  -0.055
C (-2.49, 2.91, 3.66)  -0.060
C (-1.78, 2.30, 2.63)  -0.123
C (-2.68, 0.65, -1.26)  -0.383
C (-3.57, -0.25, -0.68)  -0.105
C (-4.47, -0.94, -1.47)  -0.047
C (-4.48, -0.75, -2.84)  -0.049
C (-3.58, 0.13, -3.43)  -0.056
C (-2.68, 0.83, -2.64)  -0.118
H (0.57, 6.56, -1.89)  0.117
H (1.83, 5.24, -0.22)  0.108
H (1.03, 3.01, 0.46)  0.083
H (-2.37, 3.46, -2.14)  0.102
H (-1.53, 5.66, -2.84)  0.117
H (-4.19, 2.36, 0.23)  0.107
H (-5.43, 3.43, 2.07)  0.116
H (-4.36, 3.77, 4.27)  0.115
H (-2.01, 3.07, 4.62)  0.113
H (-0.75, 2.01, 2.79)  0.079
H (-3.56, -0.41, 0.40)  0.081
H (-5.16, -1.64, -1.01)  0.113
H (-5.18, -1.30, -3.46)  0.117
H (-3.59, 0.28, -4.50)  0.118
H (-1.98, 1.51, -3.11)  0.088

Its total charge is +2. The LUMO energy (alpha / beta) is -6.66 / -6.66 eV.

***

C11H36N6O11 | wB97M-V/def2-TZVPD

Each line ends with the natural charge from an NBO analysis.
Atoms and positions in Å:
C (4.18, 1.74, -2.27)  0.787
O (5.02, 2.51, -2.72)  -0.656
N (2.87, 1.71, -2.77)  -0.884
N (4.40, 0.84, -1.15)  -0.883
H (2.55, 2.51, -3.26)  0.390
H (2.18, 1.20, -2.18)  0.409
H (5.30, 0.96, -0.76)  0.412
H (3.60, 0.46, -0.73)  0.406
C (3.92, 1.74, 2.32)  0.772
O (4.78, 0.93, 2.08)  -0.676
N (2.74, 1.44, 2.95)  -0.873
N (4.08, 3.04, 1.95)  -0.853
H (1.97, 1.97, 2.50)  0.406
H (2.65, 0.46, 3.23)  0.406
H (4.93, 3.32, 1.48)  0.411
H (3.40, 3.72, 2.26)  0.398
C (-2.05, -0.81, -1.36)  0.798
O (-1.26, 0.11, -1.08)  -0.743
N (-2.66, -0.92, -2.58)  -0.837
N (-2.43, -1.77, -0.46)  -0.853
H (-2.58, -0.24, -3.31)  0.412
H (-3.26, -1.76, -2.82)  0.398
H (-1.92, -1.71, 0.40)  0.421
H (-3.20, -2.45, -0.54)  0.429
C (-2.22, 2.39, 1.56)  -0.088
C (-1.45, 1.13, 2.04)  -0.078
O (-0.12, 1.06, 1.69)  -0.780
O (-2.13, 2.44, 0.11)  -0.791
H (-1.84, 3.31, 1.94)  0.182
H (-3.23, 2.20, 1.85)  0.176
H (-1.88, 0.19, 1.70)  0.168
H (-1.49, 1.11, 3.14)  0.165
H (0.25, 1.96, 1.45)  0.507
H (-2.03, 1.51, -0.25)  0.512
C (-4.54, -6.56, -0.60)  -0.100
C (-5.28, -5.31, -0.28)  -0.083
O (-4.42, -4.20, 0.09)  -0.760
O (-4.06, -7.07, 0.64)  -0.741
H (-3.67, -6.37, -1.22)  0.176
H (-5.11, -7.42, -1.05)  0.184
H (-5.99, -5.52, 0.49)  0.185
H (-5.76, -4.84, -1.16)  0.188
H (-4.02, -4.31, 0.97)  0.481
H (-3.14, -7.30, 0.61)  0.477
C (0.57, 3.62, -1.17)  -0.105
C (1.81, 3.54, -0.21)  -0.104
O (1.32, 3.53, 1.10)  -0.769
O (-0.41, 4.50, -0.52)  -0.773
H (0.06, 2.70, -1.35)  0.193
H (0.96, 4.07, -2.10)  0.176
H (2.52, 4.36, -0.25)  0.176
H (2.38, 2.60, -0.32)  0.212
H (0.69, 4.25, 1.11)  0.500
H (-1.26, 4.05, -0.49)  0.509
C (1.56, -2.18, 0.39)  -0.091
C (1.73, -1.39, -0.88)  -0.095
O (1.62, 0.01, -0.71)  -0.780
O (0.39, -1.78, 1.19)  -0.769
H (2.53, -2.08, 0.96)  0.172
H (1.43, -3.26, 0.20)  0.188
H (1.05, -1.72, -1.67)  0.166
H (2.74, -1.60, -1.16)  0.194
H (0.70, 0.25, -0.48)  0.524
H (0.51, -0.85, 1.47)  0.498

Its total charge is 0. The LUMO energy is 0.07 eV. The SMILES is NC(N)=O.NC(N)=O.NC(N)=O.OCCO.OCCO.OCCO.OCCO.

***

Energy above the lowest of the compared OMol25 structures with the same formula, charge and spin / kcal per mole: 57.52; 122.37; 148.76; 127.07; 0.00; 0.00
F_max / hartree/bohr: 0.0396; 0.1296; 0.0102; 0.1789; 0.0212; 0.0935